(1)
Computed, not measured: 2 unconnected molecules or ions with the total composition C6H14N2O2 at a distorted geometry, with wB97M-V/def2-TZVPD.

Structure (XYZ):
```
24
Properties=species:S:1:pos:R:3:mulliken_charge:R:1
C -3.4264 1.0311 -1.0137 -0.88
N -2.9635 1.2609 0.3445 -0.27
C -1.7222 0.8078 0.7210 0.85
C -1.4998 0.6175 2.1860 -1.13
O -0.8322 0.6374 -0.0968 -0.66
H -2.6185 0.6659 -1.6415 0.33
H -4.1552 0.2132 -1.0503 0.31
H -3.8532 1.9378 -1.4346 0.27
H -3.6664 1.1458 1.0576 0.25
H -1.2485 -0.4245 2.3879 0.26
H -0.5956 1.1248 2.4229 0.30
H -2.2815 1.0072 2.8318 0.37
C 3.0479 0.8148 -0.3093 -1.00
N 1.9452 -0.1087 -0.1321 -0.07
C 2.0695 -1.3899 -0.5489 0.61
C 0.9541 -2.3318 -0.1663 -0.67
O 3.0747 -1.7616 -1.1391 -0.66
H 3.9195 0.4372 0.2037 0.31
H 3.2949 1.0203 -1.3498 0.28
H 2.7769 1.7585 0.1475 0.36
H 1.1223 0.2622 0.3203 0.25
H 1.3725 -3.2994 0.0845 0.33
H 0.3362 -1.8705 0.6006 0.05
H 0.3443 -2.4447 -1.0657 0.22
```

Summary:
* calculated total energy: -497.036676 hartree
* ΔE to the lowest compared entry with this formula, charge and spin: 13.1 kcal/mol
* SMILES: CNC(C)=O.CNC(C)=O
* total charge: 0
* frontier orbital gap: 9.515 eV

---

(2)
Computed, not measured: 2 unconnected molecules or ions with the total composition C6H14N2O2 at a distorted geometry, with wB97M-V/def2-TZVPD.

Structure (XYZ):
```
24
Properties=species:S:1:pos:R:3:mulliken_charge:R:1
C -2.4087 1.0722 -1.5552 -0.87
N -1.8655 1.7901 -0.4031 -0.30
C -2.2025 1.3119 0.8618 0.77
C -1.2517 1.7367 1.9337 -1.10
O -3.2304 0.6941 1.0241 -0.59
H -1.9404 0.0924 -1.6705 0.28
H -3.4875 1.0336 -1.4538 0.31
H -2.1762 1.5996 -2.4610 0.34
H -0.8945 2.0425 -0.5192 0.27
H -1.7335 1.7229 2.9181 0.32
H -0.4365 1.0364 2.0355 0.22
H -0.8490 2.7342 1.7996 0.36
C 1.4933 -2.5769 1.2027 -0.89
N 1.2937 -1.7032 0.0607 -0.18
C 2.3542 -1.4104 -0.7383 0.65
C 2.2297 -0.1759 -1.5921 -0.76
O 3.3554 -2.1045 -0.7419 -0.61
H 0.5874 -2.5707 1.8088 0.36
H 1.7141 -3.5932 0.8725 0.27
H 2.3356 -2.2468 1.8185 0.29
H 0.6112 -0.9766 0.2016 0.22
H 2.4500 -0.3101 -2.6457 0.30
H 1.1928 0.1808 -1.5674 0.10
H 2.8592 0.6210 -1.1893 0.24
```

Summary:
* calculated total energy: -497.028569 hartree
* ΔE to the lowest compared entry with this formula, charge and spin: 18.2 kcal/mol
* SMILES: CNC(C)=O.CNC(C)=O
* total charge: 0
* frontier orbital gap: 10.214 eV

---

(3)
Computed, not measured: 2 unconnected molecules or ions with the total composition C6H14N2O2 at a distorted geometry, with wB97M-V/def2-TZVPD.

Structure (XYZ):
```
24
Properties=species:S:1:pos:R:3:mulliken_charge:R:1
C -2.6597 2.3392 0.7431 -1.10
C -1.5829 1.3917 0.1226 -0.01
C -0.3230 2.1640 -0.0845 0.36
N 0.6974 1.9114 0.7499 -0.38
O -0.2317 2.9188 -1.0610 -0.66
H -3.1396 1.9091 1.6383 0.30
H -3.4273 2.4734 -0.0374 0.26
H -2.2481 3.3283 1.0056 0.31
H -1.4687 0.6818 0.9643 0.12
H -1.8576 0.8068 -0.7762 0.35
H 0.6373 1.2763 1.5496 0.22
H 1.4473 2.6056 0.7032 0.24
C 1.6040 -2.0980 -1.8435 -1.14
C 0.8635 -1.2389 -0.7862 0.28
C 0.4648 -2.0976 0.3881 0.47
N 1.4479 -2.4505 1.2356 -0.41
O -0.6929 -2.5297 0.4709 -0.65
H 1.7559 -3.1719 -1.6430 0.33
H 2.5858 -1.6336 -2.0358 0.30
H 0.9820 -1.9935 -2.7484 0.34
H 1.5537 -0.4616 -0.4056 0.21
H -0.0853 -0.7403 -1.0629 -0.20
H 2.4038 -2.2866 0.9102 0.22
H 1.2737 -3.1041 2.0031 0.25
```

Summary:
* calculated total energy: -497.025373 hartree
* ΔE to the lowest compared entry with this formula, charge and spin: 20.2 kcal/mol
* SMILES: CCC(N)=O.CCC(N)=O
* total charge: 0
* frontier orbital gap: 10.240 eV

---

- Number 3 is which compound?
  C6H14N2O2

---

- What is the formula in the first record?
  C6H14N2O2

---

- Look up the calculated total energy of the second one.
  -497.028569 hartree